1.
ORCA calculation (ωB97M-V/def2-TZVPD) on C30H21Cl2F9IrN4O3P as an isolated structure.

XYZ file:
```
71
C30H21Cl2F9IrN4O3P, DFT ωB97M-V/def2-TZVPD
H -0.92844 3.32992 1.86814
H 4.55196 -0.34431 0.12454
Ir -0.27803 0.21621 0.55680
F -2.34157 -0.45848 4.83277
C -0.93772 3.12610 -1.32484
F 1.70142 0.36447 5.18354
C 2.63773 1.27053 -0.54245
C -1.32645 0.41880 4.88961
H -4.51841 -0.51501 -2.97858
H 1.08167 4.20332 2.49481
N 1.71696 2.85000 1.08407
C -0.65649 -2.84319 -0.16645
F -1.84522 1.63516 4.68559
F -0.94968 -2.13488 3.23928
H -1.54701 4.02751 -1.40354
C 4.39244 -2.44353 0.24602
H -5.44704 -1.73269 1.81299
F 0.16164 -1.92496 5.07955
O -0.78724 0.47068 2.61361
C -3.26707 0.64659 -1.68669
C -4.39543 2.04447 -0.09353
H -0.96677 2.59460 -2.27569
H -6.53796 1.96839 -0.13658
H -5.05245 -3.97871 0.78846
C -1.88759 3.12657 1.39678
F 0.80263 2.14926 4.34312
H -6.62190 0.32371 -1.97860
C -4.27265 -3.22841 0.79394
C 3.51677 -3.57023 0.28652
C 2.82978 5.00881 -0.27487
H -2.34694 0.24822 -2.10228
C -5.66735 0.67624 -1.60952
H 1.52391 -4.27255 0.24085
C 1.61370 4.08823 1.55575
F 1.16702 -1.73394 3.17015
N -2.29277 -1.30678 0.79054
H -4.37314 2.76139 0.71742
H 2.02563 6.18253 1.34756
C -4.48701 0.20575 -2.17165
H -2.77855 -4.47008 -0.16855
C 3.88283 -1.19017 0.14943
O -0.43091 -3.90631 -0.71296
C 0.03170 -1.45002 3.83419
C -3.47509 -1.04849 1.33386
C 2.16498 -3.40760 0.22445
Cl 4.16072 -5.15818 0.41896
F 1.89575 0.78749 3.07494
P -1.56150 2.02713 -0.00824
F -0.83666 0.39360 6.13684
H 3.51827 3.49970 -1.66474
C -4.49821 -1.98231 1.35859
H -2.36703 4.05618 1.08960
C -2.05889 -2.51695 0.28949
C -3.02670 -3.50841 0.25658
N 0.26894 -1.86456 0.11355
H 0.09518 3.39973 -1.11009
C -3.20819 1.56944 -0.64128
N 1.94204 0.25380 0.08470
C 2.14576 5.19817 0.91583
C 2.40539 2.67346 -0.04000
O 3.40478 1.08938 -1.46866
C 1.05927 0.84995 4.10949
H -2.49253 2.60198 2.13600
H 3.25422 5.84798 -0.81024
Cl 6.09784 -2.66030 0.33299
C -0.26217 0.08452 3.79349
H -3.59855 -0.06126 1.76606
C 1.59553 -2.11789 0.13885
C 2.97424 3.71991 -0.75769
C 2.48064 -0.97267 0.11231
C -5.62024 1.59648 -0.57390
```

- 2S+1 = 5
- orbital gap (alpha / beta) (eV) = 7.12 / 6.10
- energy relative to the best compared isomer or geometry (same formula, charge and spin) (kcal/mol) = 13.02
- E_HOMO (alpha / beta) (eV) = -7.3 / -8.6

***

2.
ORCA calculation (ωB97M-V/def2-TZVPD) on C30H21F11KN2PS2 as an isolated structure in a non-equilibrium geometry.

XYZ file:
```
68
C30H21F11KN2PS2, DFT ωB97M-V/def2-TZVPD
P -0.46202 1.36889 -0.09261
C -4.79254 5.31454 1.67788
H 0.50627 -0.03742 2.17124
H -0.10292 -4.45981 -0.28123
H 4.75517 1.89481 0.60749
F -5.44426 5.83029 0.62252
C 5.43482 -1.95338 2.86054
F -1.12563 -0.79192 -6.46624
C -1.13895 2.12431 -2.69928
K 2.42260 -0.33273 -0.51711
H 4.27144 -0.97178 -3.50870
C -0.62088 -0.20368 -2.42734
H -0.21710 -2.05166 3.42023
C 3.09980 -3.90541 2.49545
C 1.49403 -3.44618 0.73657
C 5.58351 1.59666 1.24653
C 4.09762 -0.84207 -2.43271
H -0.61474 -1.38321 -4.22457
C -0.77205 -0.40317 -3.79428
H -1.55478 2.75943 -4.70534
F -0.48475 1.24892 -6.79120
H -0.43651 3.67316 1.59725
C -2.42346 4.48043 1.68712
S 6.46434 -0.59149 2.79361
F -4.29610 6.33884 2.38385
C -2.15957 -0.91889 0.27959
H 6.49363 1.60314 0.64755
H -5.10077 3.22325 0.03687
N 4.25499 -0.47117 1.54615
C -1.86394 -2.44167 2.10926
C -2.56576 -2.04090 0.97877
H -3.42181 -2.61431 0.64470
H -1.27467 3.11474 -2.28227
H -0.34533 -1.04881 -1.80605
C -2.29650 -3.69241 2.82298
F -5.71599 4.70961 2.44417
F -1.92789 -4.79283 2.13992
C -1.46106 3.57016 1.25899
C -1.29820 1.92898 -4.05914
H 0.90950 -3.41651 -1.30129
C 5.32058 0.22655 1.78947
F 2.96544 -1.80080 -2.21883
C -3.11519 2.41611 -0.04174
F 3.30486 0.42500 -2.43339
C -1.05631 -0.17782 0.70663
H 5.69727 2.32500 2.05050
C -0.36761 -0.59263 1.84294
C 3.22731 -2.69158 1.89548
H -0.27908 -2.70345 -0.19112
F -1.76368 -3.78860 4.04692
C 4.31026 -1.72030 2.13951
H -3.39403 1.62476 -0.72808
H 3.69796 -4.33021 3.28743
F -3.63133 -3.74626 2.95371
C -3.72440 4.34938 1.24242
F -2.57029 0.81828 -6.44848
S 1.80094 -4.76582 1.79931
C -1.32078 0.47594 -6.07999
N 2.28977 -2.43533 0.91493
C 0.43824 -3.51596 -0.31990
C -1.12315 0.65941 -4.60185
C -4.07636 3.31548 0.37894
C -0.76608 -1.72460 2.54624
C -0.81908 1.05064 -1.86141
C -1.79579 2.53610 0.39634
H -2.69310 -0.63541 -0.62005
H -2.15677 5.28845 2.35410
H 5.73086 -2.85111 3.38013
```

- orbital gap (eV) = 6.15
- energy relative to the best compared isomer or geometry (same formula, charge and spin) (kcal/mol) = 10.18
- E_HOMO (eV) = -6.5

***

3.
ORCA calculation (ωB97M-V/def2-TZVPD) on a 16-piece molecular cluster, C30H22BBrCl62N2O5P2 overall in a non-equilibrium geometry.

XYZ file:
```
125
C30H22BBrCl62N2O5P2, DFT ωB97M-V/def2-TZVPD
Cl 4.33871 4.19279 -5.16176
Cl -1.88905 -6.15499 1.72966
H 1.92655 4.30387 4.98149
H 6.18740 0.51344 -0.18006
C 3.39889 4.45042 1.06953
C -5.68767 -2.61582 1.70762
C 6.16945 -0.31484 -8.41966
C 3.20463 5.44229 -1.16492
N 4.51531 4.88256 -0.90949
Cl -0.00677 0.11427 -11.72007
Cl 3.29986 -3.70655 2.54639
C 6.95483 -1.92913 -3.51088
H 4.18410 8.64916 -0.10765
Cl -5.72586 -4.36538 1.99621
Cl 8.38566 5.06205 -3.47202
Cl 6.87214 -7.08816 3.88982
Cl -14.14876 -8.47302 -2.12172
H -2.53550 0.97550 -1.06746
Cl -7.24649 -3.75924 7.62927
Cl -1.03484 -5.61495 4.43700
B 3.19902 7.12192 0.52710
H 0.95635 6.69190 -0.41166
H 0.79663 4.27260 -1.99946
Cl -14.20786 -5.64606 -2.69703
O 2.69672 5.77712 -2.24265
H 3.54108 3.49828 2.99355
Cl 6.54409 2.85623 -3.70906
Cl 2.56351 -5.50848 -3.31907
Cl 8.46920 3.39419 -5.81309
H 4.61748 0.58206 0.21469
Cl -7.08570 -4.07269 4.76194
C -0.94318 -6.76389 3.09455
Cl 5.51888 -2.87910 -3.91972
P 5.64387 2.57737 0.39264
C 0.11036 4.79689 -0.08556
Cl 0.77408 2.88732 -11.54081
C -1.86751 3.66503 0.56003
Cl -12.86319 -7.37823 4.88118
Cl -9.62257 -7.05538 9.17736
C 1.12078 5.85718 0.28209
Cl 2.63607 1.77859 1.77895
Cl 3.71921 6.10462 3.80847
Cl 7.10731 -1.22098 -9.61125
Cl 1.46381 -6.53636 -5.77874
Cl 0.54447 -3.06734 2.06253
C 8.18962 3.41363 -4.06905
Cl -2.48562 2.12822 2.78915
C -0.91283 3.19757 -1.49291
Cl -11.24459 -8.97984 7.76377
Cl 6.56491 -0.20499 -3.56035
Cl 5.34237 -1.43671 -7.33966
C 0.04939 4.09983 -1.24504
Cl -7.03848 -1.83912 2.54202
Cl 2.79443 2.26371 -6.64298
Cl -14.14479 -6.01032 2.68754
H -3.68611 2.20847 -1.61249
Cl 4.97276 0.69038 -9.25096
C -2.77950 1.23022 4.29328
C 2.93582 -5.97870 -4.97645
Cl -5.81567 -2.30852 -0.02790
Cl 2.60926 -1.36471 0.98265
Cl 5.21130 -9.09706 2.64980
H 5.00721 4.60975 -1.75732
Cl -4.39418 0.51925 4.23293
Cl 4.12596 -7.40478 4.72036
Cl 3.58932 -4.58671 -5.84496
Cl 2.14726 5.06919 -6.87284
Cl -12.30002 -7.63265 10.08855
O 2.62800 7.94155 1.51452
H 0.82543 6.26160 1.24404
Cl 2.61278 0.81399 -10.72823
C -1.89486 2.95143 -0.60489
C 2.73007 3.80484 -5.78216
Cl -1.56978 -0.05266 4.45213
H -0.94209 2.64635 -2.42380
Cl 1.98318 1.17213 -13.52275
H 0.49682 3.28920 4.64864
Cl 9.34974 2.35066 -3.26588
Cl -1.59412 -8.32286 3.61074
Cl 7.24615 0.72084 -7.47781
H 1.25218 4.99156 2.83270
Cl -15.79218 -6.71128 -0.53206
Cl 8.22156 -2.27081 -4.69609
H 2.06803 2.58081 4.41667
C -2.98183 1.94189 -0.82452
Cl -12.92050 -6.60361 -0.29918
H 2.01614 8.58341 1.11684
H 0.70011 3.29830 2.42271
Cl -11.28355 -5.86482 2.99815
C 2.65156 5.58284 0.27345
H -3.55473 1.77212 0.08372
H -2.62235 3.54823 1.34087
Cl -4.17280 -1.95136 2.31816
Cl 4.72663 -6.30152 2.12675
Cl 1.67168 3.70287 -4.37750
P 4.65081 5.57471 2.03047
Cl 4.13249 -7.27843 -4.96857
Cl -11.89283 -6.17244 7.63448
O 6.98950 3.12049 -0.39817
Cl 7.52914 -2.36309 -1.89558
O 5.85324 4.64703 2.60124
H 6.92795 2.84716 -1.33761
C -14.26449 -6.85863 -1.41322
C 1.33891 1.24775 -11.87944
Cl -9.56168 -4.61563 6.13594
Cl -8.61343 -1.90085 5.89201
N 5.33481 1.05557 -0.33241
C -0.89213 4.55663 0.79164
C 1.47085 3.93012 2.84618
Cl 2.11636 -1.40626 3.82392
C 4.19594 3.74252 -0.04998
C 5.23602 -7.47484 3.34839
C -12.82712 -5.93877 3.85862
Br 3.09155 2.57548 -1.39308
H -0.89913 5.11273 1.72022
O 4.15257 7.69084 -0.26757
C 2.81243 3.54294 2.19204
Cl -13.01292 -4.49198 4.86237
C 2.14237 -2.38480 2.35255
C -8.12608 -3.58976 6.10476
H 6.59173 4.64454 1.96637
C -11.26538 -7.45867 8.66716
Cl -2.65976 2.32931 5.67266
C 1.52093 3.52158 4.35310
Cl 0.74280 -6.96415 2.60083
```

- orbital gap (eV) = 8.07
- E_HOMO (eV) = -8.1

***

4.
ORCA calculation (ωB97M-V/def2-TZVPD) on C30H22N8NiS2 as an isolated structure.

XYZ file:
```
63
C30H22N8NiS2, DFT ωB97M-V/def2-TZVPD
Ni -0.08228 0.81407 0.06410
H -1.35263 -6.40298 -3.90248
C 2.22032 -1.26655 3.76129
C 0.35671 4.66299 2.10689
N -0.40567 -0.93530 -1.01636
C 2.61105 1.72319 -3.17399
C 1.24100 2.91986 3.48017
C 2.28911 1.45570 -4.49749
N -1.89943 -2.72335 -1.27081
H 0.70836 1.14443 -5.91369
H -5.43832 -0.98573 1.73923
H 1.11874 4.97012 4.09689
H 2.68834 -1.67418 4.64820
C -3.68973 -1.33519 0.54557
H 3.07459 1.33835 -5.23131
H -2.64379 -5.01572 -2.32203
S 0.80812 -1.53685 -2.06859
H 2.16219 -3.10668 2.65816
C -2.43346 -0.86489 0.21348
C 2.18505 1.02613 4.80273
C 0.91529 4.26543 3.30062
N -1.94382 0.26142 0.75519
H -2.77505 -3.11897 -0.97631
C 1.59805 1.86765 -2.23767
C -4.45274 -0.63164 1.46895
C 0.95929 1.34752 -4.88151
C 0.10905 -3.07706 -2.61590
C -1.51215 -1.54274 -0.76016
H -0.90132 2.87393 -1.40487
N 2.18436 3.10679 5.75749
C 0.83347 -3.84906 -3.50444
H 0.88349 -5.65336 -4.66077
H -4.49883 1.09519 2.75491
C 1.93049 -2.05147 2.67015
C -0.93659 -5.47162 -3.54519
C 1.91176 0.09650 3.71720
N 0.40899 2.41627 1.28587
C -1.13854 -3.50155 -2.19381
H -2.22827 1.83273 2.05114
H -4.09998 -2.23058 0.10255
C -1.66467 -4.69086 -2.65564
N 1.02791 -0.17617 1.50686
H 0.10284 5.69583 1.91715
N 2.75359 0.71690 5.96010
C 0.97395 2.02433 2.44909
C 0.12410 3.70579 1.12553
C 0.27355 1.75968 -2.63071
H -1.09491 1.43279 -4.25155
H -0.29048 4.00662 0.17341
C 1.31445 0.60232 2.56920
H 1.84998 2.08886 -1.20136
N -0.74903 1.88712 -1.59912
H 3.64508 1.81572 -2.87153
H 1.80844 -3.51458 -3.83806
C -0.05686 1.51089 -3.94934
S 2.85568 2.08419 6.80252
C -3.93820 0.52103 2.03157
C 1.85959 2.39391 4.68735
H 1.11181 -2.04857 0.67101
C -2.67508 0.93512 1.64206
C 1.33162 -1.46689 1.55571
C 0.31121 -5.05221 -3.96853
H -1.63979 1.52539 -1.92914
```

- 2S+1 = 3
- total charge = +2
- orbital gap (alpha / beta) (eV) = 6.90 / 6.69
- E_HOMO (alpha / beta) (eV) = -12.8 / -12.8

***

Which electronic energy belongs to each record? In order, -105184.5011, -111609.0285, -910369.4803, -106091.7706 eV.